Record 1
126
Properties=species:S:1:pos:R:3 method="wB97M-V/def2-TZVPD" largest_force_ha_per_bohr=0.085 smiles="O=C1OCCO1.O=C1OCCO1.O=C1OCCO1.CNC(C)=O.CNC(C)=O.CNC(C)=O.CNC(C)=O.CNC(C)=O.CNC(C)=O.ClCCCl.ClCCCl.ClCCCl" gap_ev=9.17 energy_ha=-5515.28327 total_charge=0
C -6.299 -14.846 -3.402
C -5.635 -14.608 -2.057
O -6.284 -15.588 -1.302
C -6.918 -16.506 -2.046
O -7.426 -17.524 -1.702
O -6.927 -16.072 -3.305
H -5.509 -14.979 -4.141
H -7.001 -14.095 -3.764
H -5.706 -13.575 -1.715
H -4.561 -14.787 -2.104
C -3.622 -12.286 5.483
C -4.552 -12.355 4.297
O -3.841 -13.329 3.491
C -2.593 -13.482 3.964
O -1.746 -14.157 3.439
O -2.391 -12.797 5.068
H -4.010 -12.945 6.261
H -3.529 -11.273 5.873
H -4.631 -11.417 3.746
H -5.465 -12.770 4.725
C -18.081 -15.098 -0.677
C -19.504 -15.482 -1.081
O -20.295 -14.873 -0.054
C -19.537 -14.259 0.836
O -19.977 -13.668 1.831
O -18.261 -14.388 0.516
H -17.680 -14.551 -1.530
H -17.410 -15.956 -0.632
H -19.691 -16.556 -1.068
H -19.784 -14.998 -2.017
C -7.853 -9.228 -6.390
C -7.284 -9.399 -4.996
O -7.930 -9.904 -4.041
N -6.021 -9.038 -4.850
C -5.338 -9.114 -3.593
H -8.901 -9.507 -6.497
H -7.424 -10.009 -7.017
H -7.577 -8.266 -6.823
H -5.493 -8.849 -5.690
H -4.452 -9.747 -3.534
H -5.971 -9.200 -2.709
H -4.907 -8.119 -3.488
C -4.048 -18.882 3.090
C -5.211 -18.742 4.091
O -5.038 -18.879 5.338
N -6.410 -18.302 3.636
C -7.530 -17.781 4.463
H -3.833 -18.056 2.412
H -4.228 -19.618 2.307
H -3.143 -19.270 3.558
H -6.443 -17.913 2.704
H -8.077 -18.529 5.037
H -8.160 -17.187 3.801
H -7.145 -17.070 5.193
C -14.235 -23.755 0.582
C -13.863 -22.751 1.634
O -14.602 -22.545 2.565
N -12.698 -22.069 1.431
C -12.104 -21.136 2.349
H -13.915 -24.748 0.900
H -13.758 -23.670 -0.394
H -15.318 -23.829 0.483
H -12.285 -22.178 0.516
H -12.129 -20.226 1.750
H -11.079 -21.427 2.578
H -12.638 -21.026 3.293
C -8.388 -15.361 10.429
C -8.040 -13.921 10.119
O -6.989 -13.508 10.479
N -8.885 -13.202 9.412
C -8.641 -11.802 8.995
H -7.719 -15.843 11.142
H -8.528 -16.033 9.582
H -9.374 -15.428 10.889
H -9.633 -13.671 8.922
H -8.603 -11.591 7.926
H -7.692 -11.450 9.398
H -9.360 -11.156 9.499
C -13.481 -6.138 -0.216
C -14.458 -4.992 -0.377
O -14.694 -4.636 -1.529
N -15.155 -4.646 0.659
C -16.266 -3.651 0.572
H -13.646 -6.910 -0.967
H -13.617 -6.552 0.783
H -12.449 -5.799 -0.307
H -14.901 -5.064 1.542
H -16.964 -3.989 -0.194
H -15.704 -2.738 0.374
H -16.763 -3.599 1.541
C -14.591 -15.527 9.533
C -14.462 -16.274 8.191
O -13.352 -16.656 7.776
N -15.631 -16.447 7.457
C -15.739 -17.146 6.165
H -15.566 -15.082 9.735
H -13.802 -14.776 9.506
H -14.532 -16.185 10.400
H -16.495 -16.130 7.873
H -16.552 -16.812 5.521
H -15.896 -18.212 6.329
H -14.972 -16.812 5.466
Cl -17.678 -9.356 7.559
C -17.179 -10.919 7.047
C -15.940 -10.904 6.139
Cl -16.256 -10.065 4.593
H -18.052 -11.302 6.519
H -17.137 -11.495 7.971
H -15.593 -11.929 6.011
H -15.165 -10.391 6.707
Cl -10.648 -12.272 2.298
C -10.674 -12.304 0.542
C -12.061 -12.758 0.166
Cl -12.337 -14.327 0.870
H -9.916 -13.009 0.200
H -10.445 -11.321 0.131
H -12.255 -12.722 -0.906
H -12.804 -12.063 0.556
Cl -14.350 -9.777 -8.279
C -15.307 -8.580 -7.340
C -14.949 -8.543 -5.856
Cl -15.368 -10.075 -5.020
H -16.379 -8.732 -7.469
H -15.141 -7.616 -7.820
H -15.478 -7.666 -5.486
H -13.883 -8.397 -5.683



Record 2
19
Properties=species:S:1:pos:R:3 method="wB97M-V/def2-TZVPD" largest_force_ha_per_bohr=0.089 smiles="CN1Cc2cc(=S)ncn2N1" gap_ev=7.67 energy_ha=-850.50973 total_charge=0 relative_energy_ev=2.702
C -1.763 0.960 0.191
C -1.429 -1.683 -0.160
C -0.535 0.437 0.330
C -2.881 0.049 -0.069
C 0.793 1.092 0.494
C 2.598 0.136 -0.709
N -2.609 -1.212 -0.294
N 0.920 -1.308 0.298
N -0.372 -0.905 0.208
N 1.675 0.000 0.413
S -4.433 0.736 -0.056
H -2.006 1.940 0.383
H -1.221 -2.703 -0.542
H 0.884 1.939 -0.199
H 0.745 1.644 1.519
H 3.561 -0.529 -0.680
H 2.130 -0.041 -1.777
H 2.989 1.258 -0.545
H 0.955 -1.810 1.195



Record 3
13
Properties=species:S:1:pos:R:3 method="wB97M-V/def2-TZVPD" largest_force_ha_per_bohr=0.155 smiles="CC1=CN1.N=C=O" gap_ev=9.20 energy_ha=-340.61162 total_charge=0 relative_energy_ev=4.988
C -0.809 0.170 -0.205
C 2.464 0.080 0.128
C 0.068 -0.156 -1.149
C -1.736 0.916 0.492
N -0.238 -1.289 -0.230
N 2.209 -0.719 0.939
O 2.889 0.948 -0.465
H 0.867 0.079 -1.818
H -2.139 1.488 -0.318
H -1.654 1.539 1.403
H -2.438 0.139 0.752
H -0.924 -1.954 -0.536
H 1.443 -1.241 1.010



Record 4
16
Properties=species:S:1:pos:R:3 method="wB97M-V/def2-TZVPD" largest_force_ha_per_bohr=0.007 gap_ev=9.89 energy_ha=-271.65483 total_charge=0 relative_energy_ev=2.661
C -1.181 -1.143 -0.010
C -0.480 0.189 -0.183
C -1.419 1.377 -0.208
C 0.827 0.373 0.564
C 1.425 0.328 -0.627
O 0.322 0.161 -1.432
H -1.941 -1.280 -0.788
H -1.676 -1.187 0.966
H -0.458 -1.961 -0.074
H -2.183 1.245 -0.983
H -0.862 2.297 -0.409
H -1.923 1.478 0.760
H 2.763 -1.449 1.284
H 1.114 0.498 1.597
H 2.420 0.380 -1.058
H 3.427 -1.663 1.542



Record 5
20
Properties=species:S:1:pos:R:3 method="wB97M-V/def2-TZVPD" largest_force_ha_per_bohr=0.071 smiles="CC(=O)N[C@H](C)CN" gap_ev=9.86 energy_ha=-382.42653 total_charge=0 relative_energy_ev=2.068
C -1.760 1.520 -1.731
C -0.602 0.507 -1.608
N -0.431 0.172 -0.311
C -0.648 -1.200 1.641
C 0.321 -0.760 0.502
C 1.587 -0.069 0.973
N 2.616 -0.269 -0.088
O -0.022 0.090 -2.569
H -1.942 1.786 -2.803
H -2.636 1.211 -1.167
H -1.557 2.469 -1.197
H -1.052 0.723 0.373
H -1.201 -2.145 1.479
H -0.224 -1.079 2.620
H -1.506 -0.469 1.711
H 0.544 -1.636 -0.074
H 1.927 -0.529 2.106
H 1.304 1.006 1.253
H 2.974 -1.191 -0.099
H 2.309 -0.135 -1.009



Record 6
51
Properties=species:S:1:pos:R:3 method="wB97M-V/def2-TZVPD" largest_force_ha_per_bohr=0.068 gap_ev=4.43 energy_ha=-1462.11923 total_charge=-1 relative_energy_ev=0.000
C -2.454 -0.759 3.516
C -3.447 0.174 3.256
N -4.280 0.981 3.079
C -1.127 -0.494 3.093
C -0.166 -1.549 2.941
C 1.146 -1.264 2.622
C 1.557 0.081 2.478
N 2.940 0.389 2.443
O 3.281 1.594 2.409
O 3.760 -0.557 2.472
C 0.614 1.129 2.522
C -0.707 0.849 2.815
H -2.727 -1.772 3.795
H -0.495 -2.584 3.076
H 1.893 -2.044 2.502
H 0.955 2.147 2.345
H -1.440 1.660 2.867
C -6.912 -0.599 3.867
C -6.336 -1.390 5.007
O -4.902 -1.246 4.957
C -4.271 -1.672 6.081
C -2.841 -1.368 6.122
C -2.051 -1.862 7.140
C -0.805 -1.131 7.557
N -2.269 -2.944 7.924
N -3.042 -3.853 7.461
C -3.443 -4.820 8.424
N -2.983 -4.595 9.703
C -3.142 -5.440 10.797
C -2.674 -5.039 12.070
C -2.825 -5.881 13.175
C -3.426 -7.141 13.026
C -3.887 -7.546 11.767
C -3.754 -6.701 10.659
O -4.145 -5.746 8.020
O -4.926 -2.193 6.988
H -7.995 -0.740 3.831
H -6.707 0.471 3.994
H -6.483 -0.908 2.908
H -6.702 -1.010 5.965
H -6.568 -2.457 4.909
H -2.452 -0.493 5.602
H -0.605 -0.289 6.888
H -0.919 -0.754 8.584
H 0.065 -1.795 7.540
H -2.452 -3.728 9.791
H -2.198 -4.061 12.172
H -2.472 -5.553 14.154
H -3.538 -7.801 13.888
H -4.358 -8.520 11.632
H -4.123 -7.001 9.680



Record 7
53
Properties=species:S:1:pos:R:3 method="wB97M-V/def2-TZVPD" spin_multiplicity=2 largest_force_ha_per_bohr=0.024 gap_ev="7.82 / 7.71" energy_ha=-6601.38996 total_charge=-1 s_squared=0.76 relative_energy_ev=0.113
Cr -0.056 0.005 0.137
O -1.339 -1.539 -0.035
N -2.209 -1.571 -1.027
C -3.043 -2.635 -1.047
C -3.989 -2.772 -2.023
C -4.084 -1.784 -3.007
C -3.232 -0.713 -2.968
C -2.258 -0.586 -1.962
S -1.131 0.698 -1.873
H -2.886 -3.325 -0.234
H -4.639 -3.634 -2.011
H -4.824 -1.863 -3.794
H -3.275 0.073 -3.710
N 5.928 2.334 0.317
C 4.785 2.434 0.274
C 3.352 2.614 0.220
C 2.809 3.894 0.226
C 1.439 4.029 0.163
C 0.657 2.888 0.098
N 1.181 1.660 0.101
C 2.505 1.517 0.164
H 3.461 4.756 0.282
H 0.967 5.001 0.170
H -0.423 2.938 0.067
H 2.882 0.504 0.161
Br 4.688 -5.765 1.980
C 3.132 -4.710 1.674
C 2.041 -4.861 2.512
C 0.909 -4.098 2.269
C 0.881 -3.185 1.223
C 1.988 -3.037 0.400
C 3.121 -3.817 0.622
C 2.045 -2.067 -0.753
O 2.796 -2.285 -1.683
O 1.298 -0.987 -0.707
H 2.080 -5.553 3.342
H 0.044 -4.198 2.912
H -0.015 -2.606 1.053
H 3.972 -3.705 -0.033
Cl -4.277 2.277 2.323
C -2.631 1.923 2.931
Cl -1.642 3.404 2.928
C -2.046 0.750 2.114
O -2.386 -0.358 2.452
O -1.278 1.133 1.140
H -2.734 1.607 3.960
O 0.917 -0.337 1.881
N 0.603 0.181 3.009
C 1.408 -0.122 3.987
C 1.128 0.473 5.269
N 0.904 0.936 6.298
C 2.546 -0.996 3.840
N 3.453 -1.695 3.733



Record 8
78
Properties=species:S:1:pos:R:3 method="wB97M-V/def2-TZVPD" largest_force_ha_per_bohr=0.343 smiles=C1CCOC1.C1CCOC1.C1CCOC1.C1CCOC1.C1CCOC1.C1CCOC1 gap_ev=10.15 energy_ha=-1394.20810 total_charge=0 relative_energy_ev=11.835
C -4.231 -0.491 0.183
C -4.840 -0.781 -1.142
C -5.254 0.626 -1.724
O -5.169 1.517 -0.635
C -4.042 1.106 0.135
H -3.331 -0.957 0.639
H -5.069 -0.705 0.727
H -5.563 -1.509 -1.329
H -3.849 -1.005 -1.862
H -6.217 0.496 -1.980
H -4.614 0.728 -2.489
H -4.048 1.825 1.184
H -3.111 1.362 -0.313
C 0.872 -3.735 4.000
C 0.038 -4.105 2.773
C -0.765 -2.799 2.689
O 0.065 -1.704 3.022
C 0.769 -2.226 4.148
H 1.907 -4.077 3.970
H 0.414 -4.047 4.959
H -0.723 -5.057 2.822
H 0.712 -4.253 1.969
H -1.734 -2.873 3.277
H -1.289 -2.465 1.730
H 0.189 -1.817 5.063
H 1.847 -1.844 4.036
C 1.375 -1.060 -0.982
C -0.011 -0.427 -1.118
C -0.688 -1.311 -2.190
O -0.169 -2.595 -1.788
C 1.210 -2.535 -1.429
H 1.676 -0.851 -0.045
H 2.231 -0.614 -1.337
H 0.011 0.657 -1.461
H -0.475 -0.418 -0.134
H -0.252 -0.882 -2.970
H -1.762 -1.165 -2.200
H 1.807 -2.481 -2.311
H 1.553 -3.145 -0.643
C 0.267 1.601 -4.596
C -1.176 1.636 -4.191
C -1.300 3.057 -3.742
O -0.547 3.793 -4.768
C 0.602 2.997 -5.190
H 0.183 0.847 -5.476
H 0.846 1.396 -3.669
H -1.519 0.833 -3.579
H -1.878 1.534 -5.005
H -0.751 2.941 -2.830
H -2.458 3.400 -3.486
H 1.588 3.281 -4.589
H 0.928 3.035 -6.287
C -1.103 2.433 1.883
C -0.694 3.423 0.734
C 0.787 3.507 1.074
O 1.177 2.164 1.312
C 0.223 1.760 2.314
H -1.870 1.612 1.771
H -1.433 3.119 2.700
H -1.324 4.423 0.987
H -0.913 3.118 -0.277
H 0.992 4.216 1.932
H 1.264 3.697 0.240
H 0.321 1.931 3.136
H 0.234 0.730 2.253
C 4.142 -0.380 2.516
C 4.306 -1.876 1.997
C 5.015 -1.798 0.571
O 5.495 -0.417 0.656
C 4.576 0.500 1.273
H 4.789 -0.228 3.432
H 3.120 0.019 2.906
H 3.260 -2.252 1.934
H 4.827 -2.616 2.568
H 4.193 -1.660 -0.165
H 5.766 -2.467 0.263
H 3.768 0.703 0.667
H 4.857 1.600 1.513



Record 9
65
Properties=species:S:1:pos:R:3 method="wB97M-V/def2-TZVPD" largest_force_ha_per_bohr=0.095 gap_ev="4.30 / 4.29" energy_ha=-11509.72456 total_charge=+2
Ce 0.280 -0.753 0.554
Cl 2.517 0.638 -0.411
C 2.858 2.299 -0.808
C 4.159 2.635 -1.141
C 4.473 3.946 -1.467
C 3.495 4.923 -1.471
C 2.186 4.595 -1.139
Cl 0.967 5.803 -1.146
C 1.859 3.276 -0.795
S 0.149 2.907 -0.474
H 4.920 1.872 -1.149
H 5.495 4.192 -1.711
H 3.738 5.940 -1.738
C -3.164 1.905 0.656
As -1.902 2.507 2.025
C -2.365 1.881 3.806
C -2.182 4.437 2.044
S 0.264 2.318 1.531
H -4.152 1.919 1.126
H -2.942 0.895 0.318
H -3.155 2.599 -0.186
H -3.367 2.253 4.036
H -1.649 2.290 4.524
H -2.342 0.790 3.848
H -3.256 4.638 2.054
H -1.737 4.898 1.159
H -1.744 4.884 2.936
F -1.336 -0.103 1.629
As 0.475 -1.118 3.421
F 0.863 -2.549 1.419
F 1.635 -0.344 2.207
F 1.723 -1.214 4.538
F 0.158 0.608 3.813
F -0.397 -3.504 4.772
F -0.502 -7.047 0.410
C -0.879 -5.938 1.015
C -1.087 -5.951 2.397
F -0.933 -7.091 3.044
C -1.401 -4.779 3.094
C -1.664 -3.636 2.334
C -1.439 -3.623 0.977
F -1.652 -2.431 0.319
C -0.922 -4.732 0.282
C -0.306 -4.574 -1.009
C 0.219 -3.320 -1.273
N 0.662 -2.247 -1.340
C -0.060 -5.618 -1.910
N 0.101 -6.436 -2.698
F -2.057 -2.491 2.912
C -1.278 -4.602 4.596
C -0.722 -5.746 5.328
N -0.285 -6.588 5.955
C -2.568 -4.260 5.204
N -3.573 -4.004 5.672
Br -2.071 -0.190 -6.201
C -1.585 -0.091 -4.386
C -2.434 -0.550 -3.380
C -2.018 -0.470 -2.064
N -0.828 0.029 -1.680
C -0.034 0.486 -2.669
C -0.362 0.454 -4.007
H -3.405 -0.950 -3.627
H -2.676 -0.826 -1.274
H 0.923 0.906 -2.382
H 0.320 0.851 -4.741